{
  "formula": "C24H50N3O3S2",
  "method": "ωB97M-V with the def2-TZVPD basis set",
  "symbols": ["C", "C", "C", "O", "C", "C", "C", "C", "S", "C", "S", "N", "C", "C", "C", "C", "C", "C", "C", "C", "N", "O", "C", "C", "C", "C", "H", "H", "H", "H", "H", "H", "H", "H", "H", "H", "H", "H", "H", "H", "H", "H", "H", "H", "H", "H", "H", "H", "H", "H", "H", "H", "H", "H", "H", "H", "H", "H", "H", "H", "H", "H", "H", "H", "H", "C", "C", "C", "O", "C", "N", "H", "H", "H", "H", "H", "H", "H", "H", "H", "H", "H"],
  "xyz": [[-2.23869, -0.40774, 2.60490], [-0.83127, -0.05506, 3.10843], [0.09916, 0.44140, 2.00849], [0.03766, -0.36793, 0.84819], [1.26113, -0.92250, 0.37043], [2.29302, 0.18469, 0.06962], [1.83127, 1.24156, -0.92036], [3.01365, 2.16857, -1.29846], [3.03524, 2.40956, -3.07965], [4.46138, 3.37082, -3.36216], [5.35667, 4.02560, -2.16001], [4.69185, 3.48014, -4.73849], [5.27187, 4.76109, -5.16105], [4.32349, 5.92335, -4.86654], [5.38645, 2.31451, -5.30664], [6.88424, 2.21086, -4.98688], [0.92265, -1.63461, -0.94847], [0.24872, -2.99872, -0.82301], [-1.21722, -2.88942, -0.38387], [0.25671, -3.68279, -2.21493], [1.05096, -3.86534, 0.08966], [2.15265, -4.22338, -0.48312], [1.32088, -3.31797, 1.45246], [0.07320, -3.35835, 2.34579], [2.35458, -4.24849, 2.11923], [1.91809, -1.90765, 1.35136], [-2.98348, 0.20918, 3.10443], [-2.51666, -1.43355, 2.83584], [-2.36128, -0.24793, 1.53777], [-0.38468, -0.88353, 3.65553], [-0.91857, 0.76153, 3.82705], [-0.21797, 1.45232, 1.74023], [1.11022, 0.50257, 2.40940], [2.62234, 0.65762, 0.99578], [3.16651, -0.32332, -0.34221], [1.44652, 0.79022, -1.83027], [1.06511, 1.87137, -0.47436], [2.97909, 3.12720, -0.79145], [3.96065, 1.70104, -1.03239], [6.25049, 4.92873, -4.71172], [5.39446, 4.67782, -6.24056], [4.56952, 6.38612, -3.91438], [4.41546, 6.69154, -5.63021], [3.29993, 5.55930, -4.84497], [4.87518, 1.40650, -5.00171], [5.26306, 2.38868, -6.38697], [7.14293, 1.16665, -4.82013], [7.50243, 2.56465, -5.80811], [7.15012, 2.75580, -4.08461], [0.26422, -0.99662, -1.53325], [1.86161, -1.78144, -1.48170], [-1.56693, -3.86573, -0.04822], [-1.83335, -2.58091, -1.22241], [-1.37061, -2.17205, 0.41141], [-0.67969, -3.48212, -2.72823], [0.33183, -4.75966, -2.09646], [1.08221, -3.31960, -2.81686], [-0.29787, -4.38109, 2.39690], [-0.70692, -2.68112, 2.03222], [0.39180, -3.09371, 3.35188], [2.24159, -4.20481, 3.20016], [2.17922, -5.27510, 1.80914], [3.37176, -3.97151, 1.86327], [1.92363, -1.49509, 2.36237], [2.96284, -2.00982, 1.06253], [-6.14878, 0.79438, 3.97969], [-6.60356, 0.66308, 2.52949], [-8.11466, 0.84746, 2.33475], [-8.90256, -0.25613, 2.73266], [-9.19827, -0.32792, 4.11356], [-6.12229, -0.61259, 1.99147], [-6.37882, -0.09981, 4.55861], [-5.06908, 0.93448, 4.02171], [-6.61901, 1.65051, 4.46730], [-6.11939, 1.46291, 1.96067], [-8.30631, 0.96775, 1.26543], [-8.46515, 1.76137, 2.83329], [-9.32928, 0.66846, 4.54626], [-8.42302, -0.86293, 4.66769], [-10.13126, -0.88039, 4.21998], [-6.31997, -0.65115, 0.99592], [-6.69365, -1.35182, 2.39188]],
  "forces_ev_per_a": [[-0.15, 0.13, 0.35], [-0.18, 0.14, -0.09], [-0.21, 0.01, 0.32], [-0.05, -0.15, 0.13], [0.29, 0.05, -0.22], [-0.19, -0.31, -0.16], [0.59, 0.66, 0.07], [0.07, -0.43, 0.10], [-0.07, 0.05, -0.20], [-0.13, -0.25, 0.29], [0.00, 0.25, -0.09], [0.27, 0.21, 0.37], [-0.32, -0.01, -0.25], [0.40, -0.05, 0.13], [0.08, -0.05, -0.48], [-0.07, -0.21, 0.04], [0.08, -0.02, 0.55], [-0.85, -0.43, -0.77], [0.12, -0.17, 0.35], [-0.11, 0.08, 0.45], [1.11, 1.25, -0.30], [-0.28, -0.42, 0.08], [-0.13, -0.55, 0.79], [0.30, -0.13, -0.15], [-0.21, 0.10, -0.09], [-0.22, -0.02, -0.05], [-0.08, 0.04, -0.03], [0.04, -0.12, -0.13], [0.09, -0.06, -0.12], [0.04, -0.13, -0.10], [0.13, 0.03, 0.10], [0.08, 0.09, -0.18], [0.10, 0.06, -0.06], [0.04, 0.05, 0.06], [0.11, 0.03, -0.02], [-0.23, -0.14, 0.03], [-0.33, -0.16, -0.11], [-0.05, 0.12, -0.03], [0.10, 0.03, 0.04], [0.12, 0.02, 0.00], [0.11, -0.09, -0.06], [-0.17, -0.01, 0.12], [-0.03, 0.04, -0.10], [-0.13, 0.08, -0.02], [-0.16, 0.06, 0.17], [-0.10, -0.05, -0.07], [0.07, -0.05, 0.00], [0.03, 0.16, -0.01], [-0.02, 0.06, 0.09], [0.02, 0.09, -0.13], [0.03, 0.01, -0.14], [-0.10, -0.05, -0.03], [0.00, 0.08, -0.12], [-0.04, 0.08, -0.05], [0.00, 0.17, -0.11], [0.12, -0.08, -0.05], [0.13, -0.18, -0.11], [-0.18, -0.03, -0.09], [-0.08, -0.02, 0.11], [-0.07, 0.13, 0.08], [0.05, 0.10, 0.09], [0.04, -0.08, -0.03], [0.09, -0.11, -0.10], [0.02, 0.14, 0.03], [0.07, -0.04, -0.12], [0.05, 0.08, 0.02], [0.00, -0.14, 0.15], [0.02, 0.09, -0.14], [0.00, 0.00, 0.07], [-0.05, -0.10, -0.05], [-0.13, 0.07, -0.09], [-0.04, -0.02, -0.02], [0.00, -0.04, -0.02], [-0.01, -0.01, 0.00], [-0.04, 0.02, -0.04], [-0.02, -0.04, 0.00], [0.05, -0.01, 0.05], [0.03, 0.01, 0.01], [0.01, 0.07, 0.05], [-0.01, 0.01, -0.03], [0.09, 0.01, -0.01], [0.06, -0.03, 0.05]],
  "energy_ev": -57979.5007,
  "charge": 0,
  "spin_multiplicity": 2,
  "e_homo_ha": [-0.310, -0.313]
}